1.
Density functional theory data (ωB97M-V with the def2-TZVPD basis set) for C3H7ClN2S in the gas phase in a non-equilibrium geometry.

The largest force on an atom comes out at 6.17 eV/Å. As for the total energy: -29557.7762 eV. As for the LUMO energy: 0.40 eV. As for the SMILES: CS/C(CCl)=N\N. As for the energy above the lowest of the compared OMol25 structures with the same formula, charge and spin: 421.0 kJ/mol.

```
14
C3H7ClN2S (ωB97M-V with the def2-TZVPD basis set)
C 1.789 0.385 -0.973
C -0.125 -0.543 0.429
C -1.372 0.295 1.067
H 2.934 0.438 -1.036
H 1.120 -0.541 -1.595
H 1.385 1.567 -1.030
H -2.131 -0.542 1.371
H -1.231 0.983 2.056
H 1.740 -1.587 -0.287
H 0.990 -2.896 -0.814
N -0.175 -1.636 -0.119
N 0.980 -1.936 -0.872
S 1.294 0.237 0.754
Cl -1.935 1.351 -0.407
```


2.
Density functional theory data (ωB97M-V with the def2-TZVPD basis set) for 6 unconnected molecules or ions with the total composition CH14N2O5 in a non-equilibrium geometry.

The largest force on an atom comes out at 1.62 eV/Å. As for the total energy: -14481.5377 eV. As for the LUMO energy: 0.23 eV. As for the SMILES: [H]/N=C/N.O.O.O.O.O. As for the energy above the lowest of the compared OMol25 structures with the same formula, charge and spin: 92.2 kJ/mol.

```
22
CH14N2O5 (ωB97M-V with the def2-TZVPD basis set)
N -0.821 -3.365 0.472
C -1.023 -2.256 -0.296
N -1.716 -1.314 0.213
H -0.017 -3.943 0.347
H -1.370 -3.585 1.271
H -0.586 -2.226 -1.288
H -1.977 -0.541 -0.383
H 1.395 2.850 2.723
H 2.741 2.018 2.781
O 2.343 2.876 2.584
H -0.187 1.268 -3.265
H 0.170 2.365 -2.350
O -0.380 1.561 -2.354
H 2.897 -0.329 3.411
H 1.331 -0.109 3.617
O 2.217 -0.064 4.030
H -1.863 1.939 -6.521
H -1.132 2.935 -5.518
O -1.162 2.568 -6.406
H 0.054 -1.572 2.416
H -0.729 -0.409 1.884
O -0.181 -0.668 2.634
```


3.
Density functional theory data (ωB97M-V with the def2-TZVPD basis set) for C25H26N4O4 in the gas phase in a non-equilibrium geometry.

The largest force on an atom comes out at 1.34 eV/Å. As for the total energy: -40496.2988 eV. As for the LUMO energy: -0.52 eV. As for the SMILES: NC(=O)C[C@@H](NC(=O)Cc1cccc2ccccc12)c1ccc(NC2CCC2)c([N+](=O)[O-])c1. As for the energy above the lowest of the compared OMol25 structures with the same formula, charge and spin: 335.1 kJ/mol.

```
59
C25H26N4O4 (ωB97M-V with the def2-TZVPD basis set)
N -3.016 -2.366 1.151
C -2.427 -1.263 1.659
O -3.054 -0.335 2.122
C -0.900 -1.288 1.665
H -0.557 -2.121 2.280
C -0.308 -1.421 0.249
N -1.052 -0.610 -0.696
C -1.931 -1.148 -1.568
O -2.086 -2.346 -1.698
C -2.702 -0.100 -2.360
C -3.481 0.760 -1.401
C -3.060 2.039 -1.136
C -3.720 2.847 -0.199
C -4.799 2.363 0.481
C -5.266 1.055 0.245
C -6.372 0.537 0.951
C -6.813 -0.736 0.730
C -6.166 -1.546 -0.215
C -5.091 -1.074 -0.918
C -4.606 0.236 -0.710
H -4.602 -1.720 -1.631
H -6.523 -2.552 -0.385
H -7.657 -1.128 1.278
H -6.859 1.170 1.678
H -5.306 2.971 1.216
H -3.358 3.849 -0.019
H -2.205 2.444 -1.663
H -3.355 -0.609 -3.069
H -1.991 0.512 -2.919
H -1.070 0.387 -0.546
C 1.151 -1.040 0.245
C 2.128 -1.974 0.001
C 3.488 -1.639 0.005
C 3.900 -0.304 0.260
N 5.193 0.052 0.291
C 5.701 1.367 0.549
H 5.258 1.764 1.467
C 7.234 1.466 0.543
H 7.700 1.652 1.508
H 7.699 0.594 0.088
C 7.146 2.665 -0.414
H 7.766 2.604 -1.304
H 7.331 3.616 0.080
C 5.651 2.379 -0.620
H 5.436 1.892 -1.569
H 4.978 3.224 -0.493
H 5.859 -0.678 0.047
C 2.872 0.637 0.493
C 1.551 0.281 0.492
H 0.806 1.039 0.684
H 3.145 1.664 0.671
N 4.402 -2.686 -0.257
O 3.967 -3.813 -0.405
O 5.603 -2.429 -0.330
H 1.872 -3.002 -0.206
H -0.410 -2.451 -0.108
H -0.566 -0.358 2.127
H -2.511 -3.000 0.554
H -4.017 -2.332 1.028
```


4.
Density functional theory data (ωB97M-V with the def2-TZVPD basis set) for 2 unconnected molecules or ions with the total composition C2H3BrCl2 in a non-equilibrium geometry.

The largest force on an atom comes out at 1.93 eV/Å. As for the total energy: -97208.9763 eV. As for the LUMO energy: 0.62 eV. As for the SMILES: C=C(Cl)Br.Cl. As for the energy above the lowest of the compared OMol25 structures with the same formula, charge and spin: 63.2 kJ/mol.

```
8
C2H3BrCl2 (ωB97M-V with the def2-TZVPD basis set)
C -0.331 1.306 0.561
C -1.425 0.635 0.205
Cl -2.530 1.230 -0.942
Cl 2.617 -2.148 -0.692
Br -1.607 -1.176 0.684
H 0.495 1.048 1.252
H 2.842 -3.244 -1.368
H -0.061 2.349 0.301
```


5.
Density functional theory data (ωB97M-V with the def2-TZVPD basis set) for 11 unconnected molecules or ions with the total composition C7H37NO10 in a non-equilibrium geometry.

The largest force on an atom comes out at 2.01 eV/Å. As for the total energy: -29824.1183 eV. As for the LUMO energy: 0.12 eV. As for the SMILES: CCC[C@H](C)NCC.O.O.O.O.O.O.O.O.O.O. As for the energy above the lowest of the compared OMol25 structures with the same formula, charge and spin: 160.8 kJ/mol.

```
55
C7H37NO10 (ωB97M-V with the def2-TZVPD basis set)
C -2.059 -0.490 -3.192
N -2.020 -0.307 -1.741
C -0.886 0.416 -1.131
C -1.098 0.160 0.365
C -0.053 0.876 1.266
C -0.603 2.174 1.887
C -0.892 1.913 -1.570
C -0.695 -0.585 -3.838
H -2.572 0.354 -3.677
H -2.622 -1.397 -3.359
H -2.904 -0.166 -1.288
H 0.032 -0.094 -1.421
H -2.099 0.453 0.728
H -1.156 -0.919 0.510
H 0.232 0.238 2.100
H 0.750 1.196 0.608
H -1.314 1.820 2.648
H 0.201 2.698 2.404
H -1.179 2.872 1.291
H -1.323 2.412 -0.701
H -1.621 1.976 -2.378
H 0.080 2.243 -1.896
H -0.092 0.303 -3.661
H -0.110 -1.432 -3.458
H -0.794 -0.844 -4.891
H 1.870 -2.264 2.891
H 2.691 -1.140 3.719
O 2.712 -1.776 3.003
H -1.669 -2.643 3.218
H -2.070 -1.273 2.512
O -2.316 -2.185 2.674
H 0.777 -2.722 -0.390
H -0.682 -3.476 -0.261
O 0.045 -2.998 0.171
H 0.832 -3.989 2.742
H 0.367 -2.859 1.810
O 0.451 -3.104 2.762
H 4.103 -1.842 0.238
H 2.672 -1.578 0.794
O 3.226 -1.528 0.003
H -2.083 3.536 -0.446
H -1.352 4.489 -1.276
O -1.895 4.486 -0.477
H -2.754 -3.125 1.067
H -2.725 -2.463 -0.279
O -2.552 -3.326 0.130
H 2.862 0.665 1.142
H 3.755 1.820 1.607
O 2.837 1.545 1.527
H 3.441 0.961 -2.121
H 2.782 0.080 -0.913
O 3.155 0.925 -1.205
H 2.042 3.099 0.670
H 2.508 3.303 -0.748
O 1.770 3.513 -0.168
```


6.
Density functional theory data (ωB97M-V with the def2-TZVPD basis set) for 3 unconnected molecules or ions with the total composition C26H57NOPS in a non-equilibrium geometry.

The largest force on an atom comes out at 3.50 eV/Å. The expectation value of S² is 0.75. Its spin multiplicity is 2. As for the total energy: -51540.4309 eV. As for the LUMO energy (alpha / beta): 0.44 / -0.18 eV.

```
87
C26H57NOPS (ωB97M-V with the def2-TZVPD basis set)
C 3.372 2.430 -0.731
C 3.319 4.045 -0.468
C 3.848 4.754 -1.888
C 1.832 4.667 -0.187
C 0.770 3.662 0.546
C -0.530 3.320 -0.449
P 0.064 2.741 -2.176
S -1.196 3.075 -3.626
C -1.418 2.196 0.376
C -2.943 1.989 -0.186
C -3.968 1.677 1.078
C -2.911 0.571 -1.073
N -3.434 3.054 -1.138
O -4.754 2.916 -1.350
C -3.040 4.453 -0.728
C -3.461 5.472 -1.986
C -3.852 5.038 0.588
C -1.434 4.687 -0.492
H 2.831 2.060 -1.700
H 3.032 1.779 0.211
H 4.524 2.154 -0.878
H 4.129 4.309 0.356
H 3.235 5.764 -1.980
H 5.005 4.932 -1.907
H 3.447 4.056 -2.748
H 1.993 5.600 0.541
H 1.317 5.136 -1.157
H 1.235 2.706 1.036
H 0.290 4.284 1.446
H 0.295 1.318 -2.136
H 1.328 3.358 -2.598
H -0.823 1.166 0.474
H -1.527 2.583 1.499
H -5.058 1.400 0.752
H -3.548 0.716 1.647
H -3.953 2.546 1.861
H -1.765 0.378 -1.333
H -3.260 -0.312 -0.386
H -3.493 0.665 -2.084
H -3.417 6.586 -1.558
H -2.655 5.447 -2.853
H -4.561 5.316 -2.352
H -3.208 4.873 1.578
H -4.112 6.194 0.475
H -4.897 4.500 0.735
H -0.997 5.352 -1.377
H -1.336 5.366 0.479
C -3.124 -2.896 3.979
C -2.647 -2.665 2.554
C -1.454 -3.543 2.167
C -0.177 -3.308 2.984
C 0.360 -1.875 2.960
C 0.769 -1.410 1.571
H -2.351 -2.642 4.710
H -3.997 -2.267 4.189
H -3.415 -3.939 4.130
H -2.408 -1.607 2.411
H -3.476 -2.886 1.869
H -1.239 -3.394 1.102
H -1.740 -4.597 2.269
H 0.600 -3.986 2.610
H -0.353 -3.600 4.026
H 1.237 -1.822 3.617
H -0.377 -1.181 3.378
H 1.540 -2.066 1.152
H 1.177 -0.396 1.618
H -0.081 -1.394 0.883
C 2.705 -3.189 -2.177
C 1.825 -4.265 -1.561
C 2.458 -4.937 -0.340
C 3.763 -5.695 -0.614
C 3.669 -6.799 -1.670
C 2.714 -7.918 -1.285
H 3.647 -3.601 -2.551
H 2.190 -2.721 -3.024
H 2.935 -2.407 -1.447
H 1.568 -5.011 -2.320
H 0.878 -3.805 -1.252
H 1.724 -5.621 0.104
H 2.655 -4.175 0.423
H 4.110 -6.135 0.330
H 4.540 -4.984 -0.917
H 4.668 -7.228 -1.813
H 3.374 -6.380 -2.638
H 3.017 -8.381 -0.341
H 2.713 -8.694 -2.057
H 1.688 -7.555 -1.179
```


7.
Density functional theory data (ωB97M-V with the def2-TZVPD basis set) for 2 unconnected molecules or ions with the total composition C9H14 in a non-equilibrium geometry.

The largest force on an atom comes out at 1.21 eV/Å. As for the total energy: -9559.7912 eV. As for the LUMO energy: 1.06 eV. As for the SMILES: Cc1ccccc1.CC. As for the energy above the lowest of the compared OMol25 structures with the same formula, charge and spin: 37.7 kJ/mol.

```
23
C9H14 (ωB97M-V with the def2-TZVPD basis set)
C -1.583 -2.013 -1.246
C 0.685 -2.190 -0.169
C -0.247 -1.454 -0.886
C 1.910 -1.640 0.204
C 0.059 -0.136 -1.221
C 2.196 -0.326 -0.138
C 1.257 0.432 -0.828
H 0.512 -3.211 0.154
H 2.675 -2.258 0.652
H -1.902 -1.637 -2.224
H -2.389 -1.758 -0.554
H -0.585 0.398 -1.912
H 3.183 0.083 0.035
H 1.506 1.476 -0.967
H -1.680 -3.095 -1.325
C -0.877 1.598 1.769
C -0.460 2.743 0.834
H -1.865 1.756 2.205
H -0.962 0.665 1.211
H -0.196 1.401 2.595
H -0.331 2.418 -0.190
H 0.396 3.309 1.194
H -1.302 3.438 0.807
```